<a>
DFT (wB97M-V/def2-TZVPD) results for a cluster of 2 separate species, C4H9NO in total.

XYZ file:
```
15
C4H9NO, DFT wB97M-V/def2-TZVPD
C -0.53934 -0.21510 1.67398
C 1.47877 -1.40042 1.46661
N 0.89369 -0.18417 1.48735
H -0.99138 0.63685 1.15110
H -0.97653 -1.16304 1.34223
H -0.82635 -0.08987 2.73589
H 2.50011 -1.52725 1.12762
H 0.99379 -2.30223 1.86282
C -0.98706 1.42600 -2.35901
C -0.10567 0.53651 -1.94791
O 0.90572 0.79017 -1.08229
H -1.72955 1.09447 -3.07492
H -1.06070 2.43200 -1.97444
H -0.21113 -0.50800 -2.24764
H 0.65562 0.47409 -0.16139
```

Summary:
- expectation value of S² = 0.75
- molecular weight (g mol⁻¹) = 87.12
- LUMO level (alpha / beta) (eV) = 4.09 / 4.06
- spin multiplicity = 2
- Kohn-Sham gap (alpha / beta) (eV) = 4.00 / 7.79
- total charge = -1

<b>
DFT (wB97M-V/def2-TZVPD) results for a cluster of 2 separate species, C4H9NO in total.

XYZ file:
```
15
C4H9NO, DFT wB97M-V/def2-TZVPD
N -1.23444 -0.19152 -0.12436
C -0.81442 0.51840 0.96922
C 0.47847 0.73632 1.28994
C 0.91858 1.19886 2.58864
C 2.16851 1.30526 3.01019
H -2.24515 -0.23053 -0.15538
H -0.68887 -0.91810 -0.56719
H -1.50686 1.09228 1.57114
H 1.23618 0.26045 0.65285
H 0.06709 1.49631 3.19873
H 2.63830 1.89755 3.79601
H 3.09463 1.13556 2.44016
H -1.92364 -2.36704 -6.65759
H -0.99889 -2.95874 -5.52714
O -1.18949 -2.97507 -6.48523
```

Summary:
- expectation value of S² = 0.75
- molecular weight (g mol⁻¹) = 87.12
- LUMO level (alpha / beta) (eV) = 3.48 / 3.53
- spin multiplicity = 2
- Kohn-Sham gap (alpha / beta) (eV) = 2.51 / 8.02
- total charge = -1

Most stable structure: <a>

<a>
DFT (wB97M-V/def2-TZVPD) results for a structure of composition C3H2O3.

XYZ file:
```
8
C3H2O3, DFT wB97M-V/def2-TZVPD
C 0.70843 -0.17225 -0.77176
C 0.42281 -0.20258 0.87957
C 0.65002 -0.99922 2.72006
O 1.74718 0.13727 -1.18659
O 1.41697 -0.20203 1.93635
O -0.32823 -1.18777 1.76287
H -0.16432 -0.29350 -1.24641
H -0.18687 0.66250 1.14099
```

Summary:
- molecular weight (g mol⁻¹) = 86.05
- LUMO level (eV) = -0.04
- Kohn-Sham gap (eV) = 10.14
- total charge = 0

<b>
DFT (wB97M-V/def2-TZVPD) results for an isolated molecule of C3H2O3.

XYZ file:
```
8
C3H2O3, DFT wB97M-V/def2-TZVPD
O -0.98752 1.91246 -1.08026
C -0.33765 1.13771 -0.45967
O 0.73018 0.41156 -0.92533
C 0.70965 -0.75041 -0.17110
C -0.12809 -0.57818 0.84286
O -0.62213 0.71105 0.79917
H 1.26278 -1.60254 -0.53079
H -0.62722 -1.24166 1.52512
```

Summary:
- molecular weight (g mol⁻¹) = 86.05
- LUMO level (eV) = 0.82
- SMILES string = O=c1occo1
- Kohn-Sham gap (eV) = 10.61
- total charge = 0

<c>
DFT (wB97M-V/def2-TZVPD) results for an isolated molecule of C3H2O3.

XYZ file:
```
8
C3H2O3, DFT wB97M-V/def2-TZVPD
O -0.47244 1.15458 0.02081
C 0.27324 1.01566 1.09682
C 0.47415 -1.06191 -0.21715
O 1.46934 -1.66484 -0.00181
C -0.37693 -0.02029 -0.75771
O -0.86409 -1.19732 -0.06250
H 0.08297 1.92922 1.68609
H -0.73113 0.11338 -1.77664
```

Summary:
- molecular weight (g mol⁻¹) = 86.05
- LUMO level (eV) = -0.13
- Kohn-Sham gap (eV) = 9.55
- total charge = 0

<d>
DFT (wB97M-V/def2-TZVPD) results for an isolated molecule of C3H2O3.

XYZ file:
```
8
C3H2O3, DFT wB97M-V/def2-TZVPD
O -2.48517 1.11854 0.02977
C -1.52933 0.73050 0.65992
C -0.62571 -0.32826 0.11940
O 0.53724 0.22130 -0.13819
C 1.50097 -0.70805 -0.62449
O 2.63990 -0.40509 -0.69424
H -1.30983 1.07858 1.69296
H 1.00588 -1.65557 -0.88040
```

Summary:
- molecular weight (g mol⁻¹) = 86.05
- LUMO level (eV) = -0.87
- Kohn-Sham gap (eV) = 8.91
- total charge = 0

Most stable structure: <b>

<a>
DFT (wB97M-V/def2-TZVPD) results for a structure of composition C2H3Cl3S.

XYZ file:
```
9
C2H3Cl3S, DFT wB97M-V/def2-TZVPD
C 0.26297 -0.34503 1.00490
C 0.10410 -0.34525 -0.54916
S -0.25908 1.30414 -1.36937
Cl 1.10869 1.16620 1.52754
Cl 1.62192 -0.68877 -1.38103
Cl -2.26735 1.61704 -0.97471
H 0.76949 -1.09635 1.35999
H -0.72375 -0.49116 1.33438
H -0.61700 -1.12083 -0.95254
```

Summary:
- molecular weight (g mol⁻¹) = 165.47
- LUMO level (eV) = -0.04
- Kohn-Sham gap (eV) = 9.31
- total charge = 0

<b>
DFT (wB97M-V/def2-TZVPD) results for an isolated molecule of C2H3Cl3S.

XYZ file:
```
9
C2H3Cl3S, DFT wB97M-V/def2-TZVPD
C -0.41757 -0.27062 -0.49049
C 0.36834 -0.27515 1.12840
S 0.51702 0.67278 -1.69757
Cl -2.09851 0.20579 -0.35490
Cl 1.07451 1.28998 1.18729
Cl 1.53027 -1.60133 1.02264
H -0.08989 -1.24284 -0.89808
H -0.45075 -0.48079 1.88854
H -0.43342 1.70218 -1.78584
```

Summary:
- molecular weight (g mol⁻¹) = 165.47
- LUMO level (eV) = 0.67
- SMILES string = S[C@H](Cl)C(Cl)Cl
- Kohn-Sham gap (eV) = 10.15
- total charge = 0

Most stable structure: <a>

<a>
DFT (wB97M-V/def2-TZVPD) results for a cluster of 2 separate species, CHBrClNO2 in total.

XYZ file:
```
7
CHBrClNO2, DFT wB97M-V/def2-TZVPD
C 0.78736 0.20722 -1.02512
N 0.38058 -0.02215 0.26550
O 1.18091 -0.75675 0.83994
O -0.63645 0.50072 0.57873
Cl -0.34696 1.07943 -1.90081
Br -3.00547 -0.71575 2.60999
H 1.64004 -0.29271 -1.36824
```

Summary:
- molecular weight (g mol⁻¹) = 174.38
- LUMO level (alpha / beta) (eV) = -2.27 / -3.24
- Kohn-Sham gap (alpha / beta) (eV) = 8.80 / 6.75
- total charge = 0

<b>
DFT (wB97M-V/def2-TZVPD) results for a structure of composition CHBrClNO2.

XYZ file:
```
7
CHBrClNO2, DFT wB97M-V/def2-TZVPD
C 0.70646 -0.29263 -0.30140
N -1.03489 0.15926 0.47775
O -1.93998 -0.22073 -0.17266
O -0.91177 0.70777 1.51064
Cl 1.80754 0.19630 0.92153
Br 0.67607 0.79485 -1.87869
H 0.69657 -1.34482 -0.55716
```

Summary:
- molecular weight (g mol⁻¹) = 174.38
- LUMO level (eV) = 0.14
- Kohn-Sham gap (eV) = 10.13
- total charge = 0

Most stable structure: <b>

<a>
DFT (wB97M-V/def2-TZVPD) results for a cluster of 2 separate species, C5H15NO in total.

XYZ file:
```
22
C5H15NO, DFT wB97M-V/def2-TZVPD
C 1.30340 2.13954 -1.07922
C 0.06542 1.50688 -1.79669
C 0.09596 -0.03040 -2.13491
C 0.91102 -0.77174 -0.96672
N 0.52327 -2.11568 -0.59021
C -0.81251 -2.26453 -0.10297
H 1.23549 1.97514 -0.01190
H 2.25176 1.68294 -1.38005
H 1.16265 3.19309 -1.31467
H -0.06283 1.90553 -2.80206
H -0.65361 1.59741 -0.98996
H 0.63373 -0.22173 -3.04865
H -0.90640 -0.44274 -2.02098
H 0.72822 -0.18385 -0.06651
H 1.99911 -0.70181 -0.99419
H 0.81080 -2.78142 -1.31254
H -1.06756 -1.43725 0.57269
H -0.97281 -3.06561 0.62923
H -1.58940 -2.28377 -0.86399
H -1.05708 0.99439 6.10897
H -2.53016 1.03930 5.78512
O -1.66209 1.18765 5.41441
```

Summary:
- expectation value of S² = 0.75
- molecular weight (g mol⁻¹) = 105.18
- LUMO level (alpha / beta) (eV) = -2.97 / -8.03
- spin multiplicity = 2
- Kohn-Sham gap (alpha / beta) (eV) = 10.67 / 5.61
- total charge = +1

<b>
DFT (wB97M-V/def2-TZVPD) results for a cluster of 2 separate species, C5H15NO in total.

XYZ file:
```
22
C5H15NO, DFT wB97M-V/def2-TZVPD
C -0.69536 -0.67412 -1.90111
O -1.07407 -1.78781 -2.36537
C 0.50990 0.07761 -2.51324
H -0.27847 -0.87491 -0.82997
H -1.50084 0.22086 -1.79651
H 0.85597 0.98349 -1.91077
H 0.29886 0.51369 -3.52197
H 1.31632 -0.65377 -2.71608
C -0.50421 -1.05994 1.84761
C -0.07376 0.38200 1.59699
C 1.41686 0.47325 1.38032
N -0.78180 0.91500 0.39704
H -1.62860 -1.05764 2.03432
H -0.23695 -1.76228 1.02365
H 0.14379 -1.38148 2.61898
H -0.37846 1.08516 2.44499
H 1.79480 -0.45109 0.96276
H 1.89912 0.54642 2.34562
H 1.64612 1.35100 0.79127
H -1.75926 0.64831 0.25202
H -0.80115 1.99386 0.27705
H -0.16881 0.51240 -0.41762
```

Summary:
- expectation value of S² = 0.76
- molecular weight (g mol⁻¹) = 105.18
- LUMO level (alpha / beta) (eV) = -3.50 / -5.84
- spin multiplicity = 2
- Kohn-Sham gap (alpha / beta) (eV) = 11.07 / 8.21
- total charge = +1

Most stable structure: <a>

<a>
DFT (wB97M-V/def2-TZVPD) results for an isolated molecule of C17H14N2O3S.

XYZ file:
```
37
C17H14N2O3S, DFT wB97M-V/def2-TZVPD
C 5.39271 1.23083 0.28393
N 4.17839 0.46044 0.17895
C 2.93229 1.02091 -0.03659
O 2.70978 2.19959 -0.15955
C 1.98955 -0.12509 -0.07324
C 0.62875 -0.14975 -0.25796
C -0.01609 -1.39588 -0.23385
C 0.71455 -2.56685 -0.03050
C 2.09026 -2.52628 0.15153
C 2.72251 -1.29933 0.12784
C 4.14528 -0.92813 0.28925
O 5.11211 -1.62048 0.47684
H 2.65272 -3.43306 0.30802
H 0.19343 -3.50971 -0.00983
N -1.39335 -1.39195 -0.42540
C -2.28981 -2.41131 -0.25620
O -2.00041 -3.55342 0.00297
C -3.72662 -1.95119 -0.43336
H -4.38817 -2.81236 -0.35629
H -3.87615 -1.45022 -1.38881
S -4.23457 -0.82872 0.92595
C -3.39691 0.68267 0.46745
C -3.58073 1.25845 -0.78444
C -2.90078 2.41862 -1.11071
C -2.05437 3.01500 -0.18918
C -1.89804 2.45619 1.06925
C -2.56648 1.29073 1.40085
H -2.44840 0.84168 2.37468
H -1.24583 2.92306 1.79112
H -1.52132 3.91607 -0.45005
H -3.03983 2.86089 -2.08574
H -4.25628 0.80749 -1.49670
H -1.78379 -0.47088 -0.59024
H 0.07288 0.76437 -0.40930
H 5.13048 2.28184 0.17676
H 6.09097 0.93753 -0.50093
H 5.86131 1.05825 1.25348
```

Summary:
- molecular weight (g mol⁻¹) = 326.38
- LUMO level (eV) = -0.26
- SMILES string = CN1C(=O)c2ccc(NC(=O)CSc3ccccc3)cc2C1=O
- Kohn-Sham gap (eV) = 8.67
- total charge = 0

<b>
DFT (wB97M-V/def2-TZVPD) results for an isolated molecule of C17H14N2O3S.

XYZ file:
```
37
C17H14N2O3S, DFT wB97M-V/def2-TZVPD
C -2.06453 -3.22548 2.38284
C -2.25589 -2.59000 1.05255
C -3.32913 -2.54258 0.21449
C -2.92367 -1.79405 -0.91771
C -1.62869 -1.44056 -0.69259
O -1.21578 -1.92167 0.50664
C -0.66993 -0.62680 -1.49396
N -0.48074 0.70216 -0.85944
C -1.50208 1.61003 -0.80510
O -2.57779 1.34982 -1.31348
C -1.21906 2.87883 -0.12416
C -0.12831 3.38769 0.54225
C -0.50236 4.67360 0.97914
C -1.78589 4.85560 0.55049
O -2.22253 3.78590 -0.11003
H -2.46346 5.68063 0.65520
H 0.09746 5.36605 1.53327
H 0.81044 2.89796 0.69160
N 0.77113 0.89022 -0.42220
C 1.50818 -0.11582 -0.73263
C 2.88841 -0.19475 -0.39406
C 3.77678 -1.20354 -0.67792
C 5.06999 -0.94546 -0.19206
C 5.15733 0.24919 0.45412
S 3.66154 1.08994 0.48512
H 6.01842 0.68855 0.91710
H 5.90001 -1.61748 -0.31680
H 3.50676 -2.09438 -1.21573
C 0.75883 -1.18954 -1.49426
H 0.81567 -2.14732 -0.97733
H 1.16451 -1.30684 -2.49982
H -1.08988 -0.47535 -2.49185
H -3.51343 -1.53787 -1.77239
H -4.29110 -2.98188 0.38143
H -1.76614 -2.48053 3.11936
H -1.28286 -3.98346 2.33675
H -2.99219 -3.69084 2.70117
```

Summary:
- molecular weight (g mol⁻¹) = 326.38
- LUMO level (eV) = 0.06
- SMILES string = Cc1ccc([C@@H]2CC(c3cccs3)=NN2C(=O)c2ccco2)o1
- Kohn-Sham gap (eV) = 8.04
- total charge = 0

Most stable structure: <a>

<a>
DFT (wB97M-V/def2-TZVPD) results for an isolated molecule of C3H6N6.

XYZ file:
```
15
C3H6N6, DFT wB97M-V/def2-TZVPD
C 0.43944 1.26523 -0.60068
C -0.10164 -0.75500 -0.22612
C -1.21537 -1.71389 1.40179
H 1.40757 3.05453 -0.89099
H 0.37970 2.96666 0.43781
H -1.01127 -0.73795 1.82338
H -2.31278 -2.19479 2.76887
H 1.39496 -1.46488 -1.32359
H 1.25957 0.96905 -2.40987
N 0.57645 2.63963 -0.48101
N -0.31980 0.55491 0.19093
N -0.55212 -1.85310 0.19357
N -1.90864 -2.56723 1.93431
N 0.70787 -0.73142 -1.36638
N 1.25607 0.56826 -1.45202
```

Summary:
- molecular weight (g mol⁻¹) = 126.12
- LUMO level (eV) = 0.35
- SMILES string = [H]/N=C/N=c1\nc(N)[nH][nH]1
- Kohn-Sham gap (eV) = 9.00
- total charge = 0

<b>
DFT (wB97M-V/def2-TZVPD) results for an isolated molecule of C3H6N6.

XYZ file:
```
15
C3H6N6, DFT wB97M-V/def2-TZVPD
C 2.00626 -0.82463 0.25725
C -0.83099 1.24506 -0.02826
C -1.00247 -1.21688 -0.20114
H 1.74474 -1.87065 0.07689
H 2.99733 -0.53818 -0.10933
H 1.94355 -0.59210 1.36570
H -2.07733 2.59386 0.15739
H -0.30531 -2.07631 -0.19731
H -2.66982 -0.36851 -0.15285
N 1.05665 0.01281 -0.43662
N 1.36908 1.33495 -0.44354
N 0.33012 2.06731 -0.19454
N -2.02808 1.60606 0.20714
N -0.26945 -0.05126 0.00657
N -2.26428 -1.32151 -0.30734
```

Summary:
- molecular weight (g mol⁻¹) = 126.12
- LUMO level (eV) = -0.30
- SMILES string = [H]/N=C\n1/c(=N/[H])nnn1C
- Kohn-Sham gap (eV) = 9.01
- total charge = 0

Most stable structure: <a>

<a>
DFT (wB97M-V/def2-TZVPD) results for an isolated molecule of CH3NO2S.

XYZ file:
```
8
CH3NO2S, DFT wB97M-V/def2-TZVPD
C 0.21802 0.84224 -1.18782
N 0.26666 -1.08112 1.94557
O -0.35679 -1.13629 2.90934
O -0.69923 -0.96846 0.71966
S -0.16879 -0.91141 -0.76748
H 0.17371 0.92029 -2.27915
H 1.20474 0.99426 -0.75403
H -0.63832 1.34048 -0.58610
```

Summary:
- molecular weight (g mol⁻¹) = 93.11
- LUMO level (eV) = -0.47
- SMILES string = CSON=O
- Kohn-Sham gap (eV) = 8.01
- total charge = 0

<b>
DFT (wB97M-V/def2-TZVPD) results for an isolated molecule of CH3NO2S.

XYZ file:
```
8
CH3NO2S, DFT wB97M-V/def2-TZVPD
C -0.38325 -0.73498 0.02696
N -1.49126 0.12350 -0.03933
O -1.53678 1.09027 0.67372
O 1.81771 0.73745 -0.49590
S 1.13101 -0.04746 0.83406
H -0.61350 -1.64190 0.61255
H -0.26450 -1.05934 -0.92214
H 1.34057 1.53246 -0.68992
```

Summary:
- molecular weight (g mol⁻¹) = 93.11
- LUMO level (eV) = -0.41
- SMILES string = O=NCSO
- Kohn-Sham gap (eV) = 9.01
- total charge = 0

<c>
DFT (wB97M-V/def2-TZVPD) results for an isolated molecule of CH3NO2S.

XYZ file:
```
8
CH3NO2S, DFT wB97M-V/def2-TZVPD
C -1.48260 0.17058 -0.26040
N 1.73691 -0.02995 0.12331
O -2.61563 0.54346 0.00979
O -0.86956 -0.87762 0.25042
S 0.70435 -1.38647 -0.21286
H -0.76396 0.66240 -0.94102
H 1.99083 -0.01264 1.13918
H 1.29966 0.93023 -0.10841
```

Summary:
- molecular weight (g mol⁻¹) = 93.11
- LUMO level (eV) = 0.29
- SMILES string = NSOC=O
- Kohn-Sham gap (eV) = 10.06
- total charge = 0

<d>
DFT (wB97M-V/def2-TZVPD) results for a cluster of 3 separate species, CH3NO2S in total.

XYZ file:
```
8
CH3NO2S, DFT wB97M-V/def2-TZVPD
C 1.52924 0.15558 -0.19999
N 1.76407 1.22039 0.24367
O 1.53175 -0.88077 -0.65216
O -1.72691 -1.10138 0.24670
S -2.17442 1.36734 -0.00711
H 1.55810 2.05772 0.65549
H -1.83727 -1.70743 -0.47054
H -0.87813 -0.75733 0.03283
```

Summary:
- molecular weight (g mol⁻¹) = 93.11
- LUMO level (alpha / beta) (eV) = -2.16 / -2.12
- Kohn-Sham gap (alpha / beta) (eV) = 7.50 / 7.53
- total charge = 0

Most stable structure: <c>

<a>
DFT (wB97M-V/def2-TZVPD) results for a structure of composition C3H4BrN.

XYZ file:
```
9
C3H4BrN, DFT wB97M-V/def2-TZVPD
C -0.24991 1.04614 1.30447
C 0.47444 -0.18893 -1.09042
C -0.51325 -0.10166 0.57830
N 0.11452 2.07596 1.63374
Br -0.33047 -1.91322 1.50529
H 0.72131 0.85550 -1.39350
H -0.18509 -0.96182 -1.59277
H 1.48005 -0.73814 -0.95630
H -1.51158 -0.07382 0.01119
```

Summary:
- molecular weight (g mol⁻¹) = 133.98
- LUMO level (eV) = 0.05
- Kohn-Sham gap (eV) = 10.41
- total charge = 0

<b>
DFT (wB97M-V/def2-TZVPD) results for an isolated molecule of C3H4BrN.

XYZ file:
```
9
C3H4BrN, DFT wB97M-V/def2-TZVPD
C -0.13472 1.21359 -0.07255
C -1.50113 1.14001 -0.11949
C 1.12066 -1.86705 0.03815
N 0.98934 1.48065 0.15039
Br 2.30446 -0.48265 -0.06621
H -2.06946 0.87945 0.77118
H -1.99433 1.53721 -0.98379
H 0.32677 -1.76124 -0.71994
H 0.95842 -2.13998 1.00226
```

Summary:
- molecular weight (g mol⁻¹) = 133.98
- LUMO level (alpha / beta) (eV) = -0.43 / -1.24
- Kohn-Sham gap (alpha / beta) (eV) = 8.28 / 6.93
- total charge = 0

Most stable structure: <a>